Entry 1:
C3H4BF2IN2O5SSeTi | wB97M-V/def2-TZVPD

Each line ends with the natural charge from an NBO analysis.
Positions of all 21 atoms, in Å:
1 Ti 0.35669 0.02101 -0.06922  1.5393
2 O -0.53095 -1.97269 2.97194  -0.8954
3 S 0.42228 -1.32035 2.15330  2.5643
4 O 1.81919 -1.43753 2.52733  -0.9839
5 O 0.12602 0.16874 1.89363  -0.9513
6 O 0.29694 -1.74168 0.64554  -0.8995
7 F 1.08974 -0.41385 -1.62000  -0.5210
8 B -1.69157 0.63375 -0.82135  0.7909
9 F -1.87899 1.86502 -1.27846  -0.4699
10 Se -4.18628 -2.74236 -0.33165  0.1362
11 C -3.34942 -1.30296 -0.59677  0.2417
12 N -2.77285 -0.27796 -0.80649  -0.7699
13 N 3.40202 0.31850 0.99531  -0.7425
14 C 2.93227 1.26717 0.22853  0.6920
15 O 1.69388 1.51471 0.12229  -0.6637
16 C 3.86157 2.17391 -0.53107  -0.6210
17 I 5.65170 1.26314 -1.22994  0.1426
18 H 2.80572 -0.28256 1.59458  0.4604
19 H 4.39312 0.12771 0.99082  0.4198
20 H 4.15418 2.99879 0.11538  0.2661
21 H 3.32862 2.56287 -1.39110  0.2647

Computed properties:
**Net charge**: 0
**Electronic energy**: -4774.02213 a.u.
**LUMO**: -1.064 eV

Entry 2:
C4H9N5S | wB97M-V/def2-TZVPD

Each line ends with the natural charge from an NBO analysis.
Positions of all 19 atoms, in Å:
1 C 2.25298 0.14996 0.10894  0.0888
2 C -0.93306 1.60808 -0.98428  -0.6778
3 C -1.90736 -1.44381 0.93935  -0.4152
4 C -0.94683 0.65798 0.13837  0.3130
5 N 1.02729 -1.44658 -0.50835  -0.1577
6 N 3.08512 -0.82459 -0.36161  -0.3524
7 N 2.20274 -1.79518 -0.69191  -0.0973
8 N 1.00621 -0.24662 -0.01185  -0.3829
9 N -1.61031 -0.45347 -0.02704  -0.5197
10 S 2.75862 1.74192 0.52348  0.0169
11 H 0.04526 2.16100 -0.82175  0.2509
12 H -1.85987 2.09984 -0.90106  0.2399
13 H -0.74793 1.07985 -1.90554  0.2370
14 H -2.21601 -0.90297 1.75896  0.1977
15 H -2.71164 -2.12282 0.67871  0.2227
16 H -0.97612 -1.92754 1.21366  0.2322
17 H -0.65729 1.11893 1.11446  0.2393
18 H -1.75737 -0.74536 -1.02015  0.4122
19 H 3.94555 1.29137 0.75762  0.1525

Computed properties:
**Net charge**: 0
**Electronic energy**: -829.67177 a.u.
**LUMO**: 0.432 eV

Entry 3:
C3H9NP2 | wB97M-V/def2-TZVPD

Each line ends with the natural charge from an NBO analysis.
Positions of all 15 atoms, in Å:
1 C 1.47260 -0.98133 -0.41520  -0.5237
2 C 1.49067 -0.34246 0.68584  0.0043
3 N 0.98985 0.91043 0.97842  -0.8960
4 P -0.09271 1.91463 -0.06469  0.7282
5 C -1.61012 0.75401 -0.04240  -0.9708
6 P -1.60075 -1.13888 0.21150  0.2992
7 H 1.26232 -0.57212 -1.38527  0.2038
8 H 1.60500 -2.02231 -0.30613  0.2097
9 H 1.87945 -0.82390 1.51075  0.1863
10 H 1.02686 1.31000 1.88573  0.3995
11 H 0.44932 1.59615 -1.46372  -0.0522
12 H -2.19168 1.10949 -0.86853  0.2326
13 H -2.06755 1.05315 0.84385  0.2182
14 H -0.53402 -1.49020 -0.51104  -0.0107
15 H -2.07924 -1.27665 -1.05911  -0.0284

Computed properties:
**Net charge**: 0
**Electronic energy**: -857.05458 a.u.
**Structure (SMILES)**: C=CNPCP
**LUMO**: 1.007 eV

Entry 4:
C4H6OS | wB97M-V/def2-TZVPD

Each line ends with the natural charge from an NBO analysis.
Positions of all 12 atoms, in Å:
1 C -0.37722 -0.37986 1.25802  0.1170
2 C 0.87915 0.50208 0.53753  -0.5103
3 C 0.09869 0.16674 -0.61398  -0.0313
4 C -1.16917 -0.17576 -0.00891  -0.5483
5 H -0.60722 -0.81170 3.16177  0.4675
6 H -0.09601 -1.46187 1.41405  0.1827
7 H 0.39278 1.50978 0.83117  0.2515
8 H 1.96104 0.30287 0.38561  0.2634
9 H -1.66297 -1.10116 -0.40544  0.2541
10 H -1.97900 0.62182 0.18401  0.2696
11 O -1.06080 0.19168 2.52587  -0.6972
12 S 0.86807 -0.07953 -2.05088  -0.0188

Computed properties:
**Net charge**: 0
**Electronic energy**: -629.28117 a.u.
**LUMO**: -0.139 eV

Max |F| readings, ordered: 0.7, 3.9, 3.6, 7.8 eV/A